Record 1
ORCA calculation (ωB97M-V with the def2-TZVPD basis set) on a structure of composition C20H45GeInN4Si3.

Values from the calculation:
- 2S+1: 2
- Kohn-Sham gap (spin up / spin down): 0.2929 / 0.2351 Ha
- Calculated total energy: -112729.6582 eV
- Highest occupied orbital energy (spin up / spin down): -0.609 / -0.634 hartree
- Net charge: +3
- <S²>: 0.753

The geometry in XYZ format:
```
74
Properties=species:S:1:pos:R:3:forces:R:3
In 9.334 13.065 7.276 -0.175 0.857 -0.131
C 8.251 15.708 8.668 -1.369 -1.056 1.331
C 6.971 15.042 8.125 0.281 1.667 -1.707
N 7.239 14.254 6.869 -0.893 -0.923 0.100
C 7.257 15.107 5.670 1.624 2.512 2.275
C 8.712 15.511 5.368 -0.122 0.056 -1.371
C 8.988 16.558 4.468 -0.135 0.137 1.222
C 10.304 16.895 4.228 -0.768 -0.043 -0.193
C 11.312 16.241 4.905 -1.247 -0.147 -0.581
C 11.018 15.219 5.732 -0.685 -1.046 1.605
C 12.126 14.581 6.622 0.029 1.592 -1.189
N 11.621 13.620 7.562 0.029 -0.257 2.102
C 11.659 14.102 9.005 0.461 0.032 0.537
C 10.608 15.191 9.232 0.320 0.400 -0.666
N 9.250 14.655 8.896 0.289 -0.679 2.448
N 9.719 14.815 5.908 0.819 -0.069 0.252
H 8.089 16.276 9.604 -0.403 -0.484 -0.257
H 8.618 16.432 8.037 1.061 1.431 -1.879
H 6.183 15.803 7.851 0.718 -0.759 0.859
H 6.661 14.366 8.859 -0.979 -1.027 1.095
H 6.529 13.492 6.782 0.575 1.105 0.079
H 6.737 16.088 5.887 0.423 -0.871 -0.002
H 6.742 14.792 4.827 -0.727 -1.441 -1.530
H 8.223 17.252 4.138 -0.244 -0.493 -0.288
H 10.496 17.688 3.532 0.320 0.288 -0.120
H 12.288 16.495 4.735 2.408 0.753 -0.248
H 12.748 15.399 7.097 -0.846 -0.780 -0.385
H 12.815 14.036 5.994 0.246 0.080 -0.535
H 12.282 12.857 7.511 -0.259 -0.511 0.198
H 12.670 14.451 9.327 -0.605 0.112 -0.711
H 11.523 13.249 9.696 -0.424 0.099 -0.523
H 10.791 16.036 8.557 0.032 -0.259 -0.177
H 10.683 15.682 10.217 -0.226 -0.691 -0.089
H 8.939 14.159 9.781 0.312 0.546 -1.277
C 7.134 7.657 6.739 -0.106 0.615 0.374
Si 8.058 9.214 6.149 -1.309 0.462 -1.076
C 6.774 10.515 5.569 -0.611 -0.165 -1.117
C 9.230 9.063 4.673 -0.494 0.181 0.448
Ge 8.629 10.689 8.051 0.263 -0.465 -0.560
Si 10.803 9.308 8.450 0.679 1.544 -1.721
C 12.151 9.852 7.244 0.392 0.101 -1.546
C 10.265 7.603 8.121 -0.541 -0.613 0.350
C 11.203 10.047 10.075 -0.808 -1.226 1.376
Si 7.081 10.457 9.884 -0.810 0.818 0.762
C 7.549 8.758 10.604 -1.694 0.423 -0.315
C 7.595 11.898 11.022 -1.407 -0.079 -0.148
C 5.189 10.821 9.655 0.782 -1.494 -1.032
H 6.513 7.242 5.910 0.519 0.314 0.508
H 6.468 7.780 7.657 0.951 -0.016 -1.190
H 7.963 6.990 6.963 -0.443 -0.593 0.052
H 6.657 10.457 4.440 0.150 -0.232 1.183
H 6.899 11.567 5.741 0.792 0.715 0.126
H 5.787 10.386 6.009 -0.149 -0.624 0.032
H 9.764 9.981 4.415 -0.376 0.113 0.031
H 8.601 8.742 3.831 0.023 0.262 0.102
H 9.983 8.320 4.753 0.724 -0.870 0.262
H 11.882 10.502 6.351 -0.039 -0.602 1.129
H 12.550 8.953 6.739 -0.255 0.101 0.173
H 13.070 10.285 7.680 -0.586 0.017 0.237
H 9.248 7.428 8.507 0.408 -0.024 -0.364
H 10.881 6.877 8.642 0.357 -0.157 0.065
H 10.341 7.387 7.041 -0.154 0.092 0.426
H 10.448 10.712 10.524 0.238 -0.404 -0.060
H 12.169 10.549 10.083 0.056 -0.311 0.049
H 11.195 9.068 10.663 0.385 1.412 0.060
H 8.216 8.764 11.448 0.368 0.180 0.282
H 7.886 8.063 9.854 0.196 -0.245 -0.220
H 6.572 8.352 10.952 0.572 0.102 -0.014
H 8.606 12.248 10.876 0.309 0.287 0.109
H 7.528 11.421 11.999 0.162 0.287 0.383
H 6.815 12.727 11.022 1.141 -0.888 -0.124
H 4.620 10.051 9.079 0.483 0.564 0.401
H 5.029 11.782 9.188 0.040 0.305 -0.179
H 4.754 10.862 10.642 -0.049 -0.021 0.498
```
Positions in Å, forces in eV/Å.

***

Record 2
ORCA calculation (ωB97M-V with the def2-TZVPD basis set) on a cluster of 2 separate species, C5H8N2O2 in total.

Values from the calculation:
- Kohn-Sham gap: 0.3268 Ha
- Relative energy (zero: lowest compared OMol25 entry of this formula, charge and spin): 175.2 kcal per mole
- Calculated total energy: -12383.3399 eV
- Highest occupied orbital energy: -0.322 hartree

The geometry in XYZ format:
```
17
Properties=species:S:1:pos:R:3:forces:R:3
C -0.866 0.274 1.130 0.512 0.215 -0.202
C -0.034 1.810 -0.750 -0.094 0.050 0.341
N 0.017 -0.908 1.298 -0.116 -0.385 -0.796
N -0.301 0.497 -0.209 0.070 -0.649 0.136
C 0.775 -0.498 0.121 -0.040 3.098 2.121
C -0.780 -1.157 -1.757 1.383 -1.933 0.351
C 0.155 -1.831 -1.318 -1.387 0.006 -1.853
O 0.740 -0.993 2.502 0.288 -0.038 -0.248
O 1.975 -0.325 0.073 -0.767 -0.934 -0.425
H 1.679 -1.019 2.232 -0.250 0.233 -0.060
H -1.926 0.020 1.129 0.034 -0.020 0.071
H -0.652 1.076 1.848 0.057 -0.105 0.025
H -1.667 -0.754 -2.186 0.038 0.407 0.189
H 0.825 -2.658 -1.402 0.060 -0.018 0.255
H -0.952 2.185 -1.207 0.021 0.114 0.060
H 0.721 1.773 -1.533 0.088 -0.224 0.090
H 0.290 2.506 0.028 0.104 0.182 -0.055
```
Positions in Å, forces in eV/Å.

***

Record 3
ORCA calculation (ωB97M-V with the def2-TZVPD basis set) on a cluster of 2 separate species, C2H5O2 in total.

Values from the calculation:
- Kohn-Sham gap: 0.2654 Ha
- Relative energy (zero: lowest compared OMol25 entry of this formula, charge and spin): 23.6 kcal per mole
- Calculated total energy: -6250.1145 eV
- Highest occupied orbital energy: -0.089 hartree
- Net charge: -1

The geometry in XYZ format:
```
9
Properties=species:S:1:pos:R:3:forces:R:3
O 2.179 0.405 0.465 0.318 0.035 0.503
H 1.475 -0.232 0.684 -0.193 -0.066 -0.660
O -0.189 -1.187 -0.233 0.121 -0.054 0.210
C -1.184 -0.408 -0.140 -0.215 0.197 -0.016
C -1.229 0.968 -0.223 0.728 -1.231 -0.048
H -2.186 -0.885 0.018 0.046 0.010 0.080
H -0.296 1.453 -0.487 -0.224 0.504 0.020
H -2.172 1.444 -0.100 -0.431 0.641 -0.032
H 1.696 1.229 0.364 -0.150 -0.035 -0.057
```
Positions in Å, forces in eV/Å.

***

Record 4
ORCA calculation (ωB97M-V with the def2-TZVPD basis set) on a structure of composition C7H13ClI2N2OPPd.

Values from the calculation:
- 2S+1: 5
- Kohn-Sham gap (spin up / spin down): 0.3040 / 0.1567 Ha
- Relative energy (zero: lowest compared OMol25 entry of this formula, charge and spin): 0.0 kcal per mole
- Calculated total energy: -53957.8232 eV
- Highest occupied orbital energy (spin up / spin down): -0.671 / -0.694 hartree
- Net charge: +3
- <S²>: 6.028

The geometry in XYZ format:
```
28
Properties=species:S:1:pos:R:3:forces:R:3
I 0.738 -5.088 3.484 1.469 -0.140 0.799
I -1.816 -5.372 2.390 -1.628 -0.621 -0.432
Pd 0.042 -0.116 -0.030 -0.127 0.352 -0.320
P 0.914 -1.048 -1.855 1.150 0.039 -2.859
C 1.208 -2.833 -1.847 -0.212 -0.189 0.635
C -0.110 -0.756 -3.335 -0.469 0.151 0.558
H 2.398 0.773 -2.373 0.117 -0.296 -0.055
H 2.882 -0.728 -3.253 -0.258 0.022 0.279
H 3.249 -0.538 -1.505 -0.029 0.110 -0.250
C 2.524 -0.315 -2.298 -0.097 0.210 0.708
H -0.289 0.324 -3.422 0.046 -0.322 -0.099
H 0.398 -1.138 -4.233 -0.017 0.061 0.374
H 1.640 -3.148 -2.808 -0.142 0.227 0.263
H 0.261 -3.361 -1.684 0.210 -0.005 -0.133
H -1.072 -1.270 -3.210 0.152 0.137 -0.178
H 1.905 -3.086 -1.037 -0.055 -0.052 -0.236
C -0.032 -1.825 0.838 -0.172 -1.988 1.182
O -0.128 -2.809 1.421 0.391 2.477 -1.498
Cl 0.076 1.974 -1.152 -0.076 -1.132 0.719
N -2.086 1.193 1.810 -0.994 1.161 1.465
C -2.271 1.844 2.979 -1.847 -1.300 -2.901
C -1.015 2.009 3.541 2.423 0.381 0.880
C -0.094 1.444 2.641 -0.384 -0.280 -0.845
N -0.759 0.941 1.592 0.783 0.711 1.533
H -2.778 0.976 1.094 0.098 0.087 0.101
H -3.257 2.133 3.309 -0.095 0.083 0.114
H -0.770 2.482 4.477 -0.092 0.060 0.180
H 0.985 1.377 2.703 -0.145 0.054 0.015
```
Positions in Å, forces in eV/Å.